Record 1
DFT (wB97M-V/def2-TZVPD) results for C16H47CdO8S7 as an isolated structure.

Atoms and positions in Å:
H 1.123 3.477 0.751
H 3.586 -0.696 -4.814
H 1.820 3.446 4.504
H -6.216 1.215 -3.372
S -0.894 -2.536 -4.059
H 0.074 2.057 0.511
S 2.821 0.254 -2.719
H 4.273 0.876 -4.506
H -5.169 2.168 -2.277
H 1.169 -2.807 -2.758
H -2.487 4.334 -0.259
H -0.135 1.096 2.911
H -2.186 -5.426 6.642
Cd -0.627 0.746 -2.769
O -1.277 -1.197 -3.445
H -1.449 0.405 1.224
C -1.179 -5.135 6.346
H 4.729 -1.753 1.071
O -0.606 2.358 5.246
H -2.285 2.677 -0.478
H 1.710 0.123 0.385
H 2.048 2.103 3.434
H -0.537 3.523 1.347
S -3.838 1.215 -4.043
C 3.139 1.993 -2.278
H 5.829 -0.819 2.184
H 0.140 -4.307 -2.917
H 3.066 2.160 -1.208
H -4.076 3.571 -3.873
H 0.910 -3.143 -5.646
S -0.302 3.736 -1.111
O 0.110 2.626 -2.060
C -1.592 -0.298 0.381
C -2.000 -2.725 5.375
H -2.944 -2.968 5.863
H -5.178 0.448 -2.181
O 4.504 1.294 0.839
C -5.239 1.270 -2.894
H 1.051 -0.114 3.257
H 2.864 2.050 5.029
H -2.531 3.668 -1.982
S -1.149 -4.212 4.800
H -1.693 -2.432 0.237
H 2.437 2.632 -2.813
H 4.131 2.271 -2.637
H -2.232 -2.117 4.500
H -1.348 -1.807 1.840
H -0.011 -1.736 -6.079
H 4.411 -1.677 2.820
H -0.733 -4.596 7.186
C 2.579 -0.513 0.561
H -0.580 -0.306 3.929
H 3.086 -0.856 -0.334
H 2.639 0.855 -5.046
H -0.234 -3.037 -1.740
C 0.102 3.149 0.547
C -2.098 3.626 -0.994
H -0.041 -1.868 0.657
C -1.106 -1.685 0.776
H -0.532 -5.996 6.185
C 0.170 -3.229 -2.730
C 0.448 -2.248 -5.228
S 3.739 0.329 1.690
O -0.987 0.184 -0.765
O -2.662 1.260 -3.093
H 1.220 -1.616 -4.796
C 4.815 -1.137 1.962
H -1.393 -2.119 6.049
S 0.565 1.421 5.184
O 1.326 0.052 -2.600
H 2.176 -1.371 1.109
H -3.285 3.075 -5.445
C -4.068 2.885 -4.716
C 1.979 2.371 4.487
H -2.694 -0.297 0.294
H -5.022 2.900 -5.243
C 3.350 0.295 -4.435
O 0.273 -3.829 4.545
C 0.199 0.414 3.692

Results
- HOMO level: -9.8 eV
- E_tot: -4194.33465 Ha
- E_LUMO: -2.200 eV
- Net charge: +1

Record 2
DFT (wB97M-V/def2-TZVPD) results for a 2-piece molecular cluster, C38H52N2O5 overall.

Atoms and positions in Å:
O 0.431 -2.422 0.320
C -3.318 -3.178 1.177
H 8.222 -2.404 -1.678
H 1.581 -4.482 2.983
C 1.326 3.407 -2.980
C -1.210 -0.202 1.795
H -2.463 -5.832 1.061
C 3.011 -3.224 0.379
C 1.120 -2.574 3.861
N -1.011 3.720 -3.683
C 3.118 0.216 0.134
C 0.974 1.127 -0.678
C -0.103 1.482 -3.845
C -1.710 4.491 -2.787
H 0.589 -2.228 4.752
C 5.503 0.029 0.645
C 3.397 -0.424 -1.114
H 4.873 -1.157 -2.517
H 1.228 4.496 -2.870
H -1.622 4.907 -5.270
C 4.272 -3.934 0.786
C -0.083 2.790 -3.047
H -6.648 7.334 -0.515
C -2.337 -5.408 2.066
H -4.311 7.893 0.168
H 4.617 -3.639 1.787
H -2.540 -6.203 2.795
H 2.561 -0.701 -1.761
H -2.523 3.279 0.377
H 1.878 3.172 -3.901
H 0.143 4.646 -5.203
H 2.404 -3.790 -0.340
H -5.408 3.277 -1.305
C 7.331 -1.844 -1.972
H -0.912 4.579 -0.795
N -0.683 2.670 -1.700
H -1.675 0.641 2.326
C -0.838 4.177 -5.048
H -3.194 -1.612 2.728
H 1.333 -4.511 4.747
C -2.816 3.516 -0.664
H -0.700 -4.102 1.546
C 1.764 0.668 0.401
O 2.270 -2.913 1.569
C -0.882 -4.958 2.214
C -5.182 4.295 -0.980
H -0.917 3.337 -5.747
C -4.556 6.886 -0.164
H -4.226 -3.300 0.565
H -2.536 6.148 0.092
H -3.243 2.620 -1.149
H -1.148 1.167 -3.965
H -3.168 -3.798 3.262
H 3.273 -2.266 -0.080
C 5.741 -0.613 -0.598
C -3.560 5.904 -0.195
C -6.170 5.278 -0.962
C -3.319 -1.715 1.638
H 1.488 0.882 1.443
H 7.559 -1.136 -2.778
O -1.286 -1.241 3.928
H 4.079 0.886 1.968
C -1.513 3.861 -1.402
C -3.342 -4.259 2.279
C -2.256 -0.847 0.897
H -0.601 -5.533 4.251
H 0.315 1.674 -4.841
C -0.200 1.897 -0.685
H 0.483 0.706 -3.351
H 6.547 -2.531 -2.321
C -3.868 4.606 -0.617
H -0.787 1.967 0.233
H -2.465 -3.344 0.502
H -2.776 -0.031 0.374
C -5.865 6.575 -0.545
H -1.204 -3.898 4.092
H 2.188 -2.337 3.988
H -4.306 -1.282 1.411
H -7.184 5.018 -1.260
H 4.098 -5.015 0.739
C 4.685 -0.744 -1.525
O 6.992 -1.123 -0.776
H -1.717 -1.437 0.139
C 1.039 -2.355 1.395
H -4.352 -4.694 2.295
C -0.498 -4.614 3.648
H 6.373 0.204 1.282
C 0.583 -1.820 2.671
C -0.655 -1.125 2.855
O -2.356 5.496 -3.071
C 0.945 -4.109 3.798
H 1.872 3.003 -2.123
C 4.224 0.395 1.010
H 5.061 -3.700 0.064
H -0.210 -5.759 1.857
H -0.385 0.181 1.185
H 1.348 0.862 -1.665

Results
- HOMO level: -5.9 eV
- E_tot: -1964.77449 Ha
- E_LUMO: -2.294 eV
- Net charge: 0

Record 3
DFT (wB97M-V/def2-TZVPD) results for C23H61As2N2NaS5Si2Te as an isolated structure.

Atoms and positions in Å:
C -3.539 2.874 2.900
C -1.330 -3.523 2.776
H -1.664 -0.840 -2.635
C -0.154 -0.610 -4.895
H -2.354 -3.555 5.724
H 5.978 1.318 -0.113
Na 1.410 0.360 -1.431
H -3.041 -1.312 -0.507
H 0.206 -0.022 -5.777
H -2.589 -1.754 6.044
C 4.104 3.670 -3.327
C -2.060 1.064 -1.827
C -3.444 1.410 5.532
C 1.942 3.771 1.587
H 4.987 3.559 -1.305
H -4.346 -3.101 -1.322
H 1.192 5.633 -0.263
H -4.426 -0.486 -1.198
H 3.013 -2.944 1.292
H 4.499 4.691 -3.377
H 1.966 2.365 3.193
H -2.917 1.487 -1.269
H 0.570 2.189 2.087
Te 1.215 -2.249 -4.666
H 2.836 4.223 1.985
H -4.150 0.775 6.046
H -2.646 3.441 3.292
C -2.095 -2.498 5.319
H 2.869 -6.020 -1.508
C 4.908 0.963 -0.077
H -5.969 1.487 3.123
C 1.972 -5.333 -1.513
C -2.611 -0.296 -2.407
Si -2.589 -2.291 3.496
C 2.021 -3.108 0.848
H 1.414 -2.218 0.979
Si -3.627 1.160 3.644
S 2.412 0.997 1.253
H 4.152 -3.277 -2.915
H -1.611 -3.973 1.807
H -3.121 -0.135 -3.339
C 2.084 5.349 -0.755
H -0.560 1.777 -0.644
H 1.149 4.534 1.755
H -2.423 1.223 5.886
H 2.941 5.890 -0.351
H -1.111 -1.016 -5.146
H 1.162 -5.721 -0.894
C 4.088 -3.075 -1.821
C 2.755 -0.718 -4.477
C -4.056 -2.395 -2.083
H 3.683 -1.253 -4.343
H -4.766 -3.026 2.249
H 1.722 -5.317 -2.591
H -3.731 2.485 5.793
H 0.877 5.566 -2.581
H 4.332 3.196 -4.313
H -5.380 -0.024 2.285
H -5.788 -0.132 3.986
As 2.347 -3.450 -1.079
H -1.198 -4.378 3.508
S 4.076 1.376 -1.687
H 4.683 0.891 2.078
H 5.912 2.655 -2.495
H -1.013 -2.454 5.359
H 1.563 -4.004 1.277
H 4.978 -0.124 -0.063
H -5.065 -2.236 3.845
C 1.650 2.373 2.125
H 4.841 -3.713 -1.303
S 2.284 3.604 -0.226
H 4.316 -2.040 -1.612
N -0.940 0.894 -0.971
C 4.897 2.928 -2.194
H -4.450 3.406 3.317
H -0.175 0.012 -4.028
H -0.329 -3.105 2.671
C 1.918 5.446 -2.294
H -1.813 1.720 -2.692
H -5.002 -2.288 -2.593
C -3.540 -1.062 -1.459
S 2.298 3.814 -3.133
H 2.563 -0.013 -3.632
C 4.216 1.389 1.223
H -2.214 -2.958 -2.568
H -3.387 -3.998 -3.196
S 0.724 -2.274 -2.158
H 2.798 -0.187 -5.437
As -2.136 -0.268 2.577
H -4.409 -3.890 3.786
H 2.591 6.257 -2.703
H 4.414 2.437 1.394
C -4.388 -2.925 3.283
H -3.570 2.939 1.817
H -1.279 0.402 -0.162
N -3.121 -2.985 -3.013
C -5.402 0.578 3.227

Results
- HOMO level: -4.9 eV
- E_tot: -8494.08741 Ha
- Energy above the lowest of the compared OMol25 structures with the same formula, charge and spin: 55.0 kJ/mol
- E_LUMO: -0.432 eV
- Net charge: 0

Record 4
DFT (wB97M-V/def2-TZVPD) results for C33H33N4O3P2S2Ti as an isolated structure.

Atoms and positions in Å:
H -0.510 -4.209 2.679
O -1.456 -3.353 0.656
H 0.425 -3.799 4.140
H 3.622 1.804 1.879
C -2.985 -7.563 -1.507
C 2.281 0.340 -1.796
H -1.408 -4.940 -3.012
H 1.113 -0.725 -4.789
C 2.596 2.376 0.102
H 4.750 3.997 2.156
C -2.390 -6.780 -2.501
H -3.395 -8.540 -1.734
C -3.040 -7.041 -0.213
S 2.445 -0.521 1.207
O -1.952 -0.858 1.135
H 0.722 -4.019 0.397
Ti -0.459 -1.316 0.824
C 1.374 -0.047 -2.773
C 2.359 3.412 -0.804
C 0.804 5.548 1.868
H -0.840 6.289 -0.996
C -4.735 2.689 1.278
C 3.456 2.602 1.165
C -4.387 1.503 -0.782
H 0.596 7.354 0.725
H 1.666 3.246 -1.623
H 4.349 0.647 -1.320
H 1.444 6.002 2.617
H 2.767 5.440 -1.358
H -3.503 -7.621 0.580
H -4.778 1.068 -1.694
C 3.849 4.855 0.408
C -1.864 -5.535 -2.235
H -1.405 3.891 -0.814
O -0.325 -1.930 -1.065
N 1.265 -3.338 0.911
C -0.469 5.707 -0.159
C 3.181 -0.368 -4.334
H -2.355 0.843 -1.136
P 1.671 0.785 -0.127
P -0.741 1.795 1.075
H -2.988 2.939 2.510
C 0.242 -3.535 3.091
C -2.530 1.908 0.695
H 3.531 -0.647 -5.322
C -0.333 3.598 1.018
H 5.153 0.042 -3.578
N -0.275 -2.175 2.943
C 4.083 3.835 1.316
C 0.467 4.203 1.978
C -2.524 -5.798 0.095
C -3.387 2.557 1.576
H 2.068 -3.022 0.389
H 0.820 3.604 2.808
C 3.642 0.361 -2.091
H 1.928 -4.695 2.443
H -1.254 -2.085 3.191
C 1.827 -0.405 -4.039
C 0.333 6.304 0.806
H -2.338 -7.158 -3.518
C 4.092 0.017 -3.355
H -6.294 2.255 -0.138
H -5.396 3.194 1.974
C 2.977 4.642 -0.655
C -0.791 4.363 -0.055
H -2.581 -5.392 1.094
N -0.834 -3.051 -1.578
H 0.244 -1.483 3.476
C 1.527 -3.681 2.287
C -5.238 2.163 0.094
C 0.005 0.914 -0.150
H 4.329 5.820 0.533
H 2.271 -2.974 2.664
H 0.324 -0.089 -2.514
C -1.915 -5.011 -0.913
N -1.395 -3.797 -0.603
S -0.491 1.214 2.987
C -3.037 1.377 -0.484

Results
- HOMO level (spin up / spin down): 0.3 / -1.6 eV
- E_tot: -4050.68578 Ha
- Energy above the lowest of the compared OMol25 structures with the same formula, charge and spin: 23.7 kJ/mol
- Multiplicity: 2
- E_LUMO (spin up / spin down): 4.466 / 4.465 eV
- Expectation value of S²: 0.776
- Net charge: -2

no.,largest force on an atom (eV Å⁻¹)
1,2.22
2,1.79
3,6.39
4,1.44